1.
The following is a quantum chemistry calculation of 14 unconnected molecules or ions with the total composition C39H103N3O14, from OMol25.

The value obtained for the HOMO energy (spin up / spin down) is -0.104 / -6.082 eV. For the orbital gap (spin up / spin down), the calculation gives 1.915 / 7.810 eV. As for the calculated total energy: -2765.132458 hartree. As for the expectation value of S²: 0.7507. The maximum force is 4.17 eV/Å. As for the spin multiplicity: 2. The calculation puts the energy above the lowest of the compared OMol25 structures with the same formula, charge and spin at 0.000 eV. As for the total charge: -1.

Last column: Löwdin spin population.
Element x y z (Å)
C1 23.2063 27.7418 -18.8703  0.000
C2 22.4015 29.0070 -19.3228  0.000
C3 21.2032 29.1877 -18.2905  0.001
C4 20.4954 30.5832 -18.2172  0.002
C5 21.5141 31.6762 -18.2290  0.003
C6 22.6255 31.5869 -19.2642  0.000
N1 23.2540 30.2590 -19.2649  0.000
O1 24.3097 30.2070 -20.1926  0.000
C7 22.1039 32.0276 -20.7033  0.000
C8 23.6869 32.6613 -18.8618  0.002
C9 21.6751 28.8183 -20.7027  0.000
H1 23.7603 27.8895 -17.9433  0.000
H2 24.0306 27.5509 -19.5573  0.000
H3 22.5438 26.8816 -18.7745  0.000
H4 20.5170 28.3471 -18.3943  0.000
H5 21.6209 29.0575 -17.2922  0.000
H6 19.8881 30.6039 -17.3123  0.002
H7 19.7972 30.6435 -19.0521  0.000
H8 21.9523 31.6410 -17.2316  0.002
H9 21.0588 32.6522 -18.3968  0.001
H10 22.6995 31.6333 -21.5266  0.000
H11 21.0492 31.7712 -20.8035  0.000
H12 22.0570 33.0961 -20.9134  0.000
H13 23.2658 33.6664 -18.8395  0.001
H14 24.1902 32.4617 -17.9158  0.001
H15 24.4380 32.6527 -19.6517  0.000
H16 22.3833 28.6997 -21.5228  0.000
H17 21.0044 29.6455 -20.9349  0.000
H18 21.0132 27.9533 -20.6600  0.000
H19 25.0420 30.1807 -19.5724  0.000
C10 24.4319 24.2449 -18.2913  0.000
C11 24.6815 24.4294 -16.7439  0.000
C12 23.7728 23.2737 -16.1380  0.000
C13 24.1066 22.8517 -14.6773  0.000
C14 25.5977 22.6084 -14.5280  0.000
C15 26.5737 23.7081 -15.1611  0.000
N2 26.1042 24.0957 -16.4834  0.000
O2 27.0216 24.9889 -17.1089  0.000
C16 26.6967 24.9144 -14.2540  0.001
C17 28.0445 23.0248 -15.2773  0.000
C18 24.2173 25.8117 -16.1683  0.000
H20 23.4475 24.5608 -18.6367  0.000
H21 24.6259 23.2377 -18.6602  0.000
H22 25.1115 24.8390 -18.9022  0.000
H23 22.7024 23.4592 -16.2268  0.000
H24 23.8499 22.3610 -16.7289  0.000
H25 23.5422 21.9327 -14.5197  0.000
H26 23.8514 23.6130 -13.9401  0.000
H27 25.9352 21.6582 -14.9421  0.000
H28 25.8439 22.5371 -13.4686  0.000
H29 27.0602 24.6742 -13.2548  0.000
H30 27.2773 25.6927 -14.7492  0.000
H31 25.7432 25.3733 -13.9926  0.000
H32 28.2699 22.5353 -14.3298  0.000
H33 28.0029 22.2300 -16.0220  0.000
H34 28.8216 23.7071 -15.6217  0.000
H35 24.9455 26.5847 -16.4137  0.000
H36 24.0236 25.7196 -15.0996  0.000
H37 23.2980 26.0185 -16.7162  0.000
H38 27.5620 24.3651 -17.5992  0.000
C19 21.7004 27.5228 -12.7413  0.008
C20 20.6507 27.2810 -13.8872  0.002
C21 20.8142 25.8702 -14.3810  0.000
C22 19.8063 25.3308 -15.4405  0.000
C23 18.4329 25.3139 -14.7898  0.000
C24 18.0589 26.7050 -14.1681  0.002
N3 19.2746 27.2942 -13.4047  0.003
O3 18.9750 28.3970 -12.6459  0.031
C25 17.5574 27.6341 -15.2432  0.008
C26 16.8719 26.4595 -13.1987  0.005
C27 20.9806 28.3806 -14.9482  0.006
H39 21.6901 26.7602 -11.9625  0.002
H40 21.5223 28.5249 -12.3512  0.008
H41 22.7503 27.5672 -13.0308  0.002
H42 21.8218 25.6235 -14.7159  0.000
H43 20.6473 25.1981 -13.5393  0.000
H44 19.9059 24.2589 -15.6114  0.000
H45 19.9212 25.9477 -16.3318  0.000
H46 18.3130 24.5627 -14.0091  0.000
H47 17.7704 25.0955 -15.6274  0.000
H48 17.6233 28.6524 -14.8600  0.007
H49 18.1456 27.5817 -16.1594  0.001
H50 16.5241 27.3949 -15.4947  0.002
H51 16.4115 27.4190 -12.9632  0.004
H52 16.0012 25.9219 -13.5740  0.001
H53 17.2693 25.9994 -12.2941  0.001
H54 20.7531 29.3443 -14.4925  0.009
H55 20.2669 28.2379 -15.7596  0.000
H56 22.0299 28.3379 -15.2399  0.001
H57 18.8295 29.0163 -13.3648  0.011
O4 23.2830 27.0366 -9.4303  0.010
H58 22.5049 26.6145 -9.0660  0.003
H59 23.0064 27.9350 -9.6108  0.004
O5 15.1822 30.2997 -13.4168  0.026
H60 16.1009 30.5572 -13.3407  0.009
H61 14.7093 30.9360 -12.8804  0.009
O6 18.4608 31.2369 -13.2087  0.128
H62 18.7929 32.1089 -13.4221  0.038
H63 18.6831 31.1146 -12.2857  0.048
O7 19.1502 28.7554 -9.7897  0.065
H64 19.2505 28.2366 -10.5878  0.007
H65 19.5546 29.5975 -9.9984  0.036
O8 22.2250 29.6431 -10.1991  0.061
H66 21.5585 30.3034 -10.0094  0.034
H67 23.0175 29.9736 -9.7760  0.013
O9 16.8510 25.6104 -9.3553  0.010
H68 16.5967 26.4910 -9.6314  0.005
H69 16.0474 25.0952 -9.4267  0.002
O10 12.9668 28.1788 -11.5143  0.010
H70 13.7615 28.3884 -12.0049  0.003
H71 12.8590 27.2340 -11.6245  0.003
C28 17.3926 32.1155 -16.4571  0.019
C29 16.5986 33.4239 -16.6651  0.006
C30 16.0167 34.0346 -15.3949  0.021
O11 17.4657 34.3924 -17.2815  0.010
H72 18.2535 32.3191 -15.8205  0.015
H73 17.7242 31.7970 -17.4454  0.001
H74 16.8780 31.2114 -16.1317  0.004
H75 15.7569 33.2519 -17.3359  0.001
H76 16.8042 33.9872 -14.6427  0.018
H77 15.1677 33.4246 -15.0865  0.003
H78 15.7477 35.0722 -15.5929  0.001
H79 18.2735 34.3093 -16.7695  0.008
C31 23.1832 33.1546 -14.1820  0.023
C32 22.6405 32.0142 -13.3068  0.021
C33 23.7616 31.1134 -12.7421  0.018
O12 21.8671 32.3824 -12.1726  0.102
H80 23.5398 32.8784 -15.1743  0.002
H81 23.9057 33.7779 -13.6550  0.003
H82 22.2856 33.7527 -14.3392  0.015
H83 22.0033 31.3935 -13.9367  0.008
H84 24.4231 30.7512 -13.5290  0.003
H85 23.3681 30.2117 -12.2729  0.004
H86 24.3008 31.6292 -11.9475  0.006
H87 22.4587 32.9547 -11.6785  0.018
C34 20.7638 23.3562 -11.4964  0.000
C35 19.3218 23.7817 -11.1158  0.001
C36 18.2793 22.7384 -11.4433  0.001
O13 19.1604 24.2321 -9.8707  0.004
H88 20.9722 22.3283 -11.1993  0.000
H89 21.5890 23.9164 -11.0568  0.000
H90 20.8919 23.3041 -12.5776  0.000
H91 19.1340 24.6957 -11.6792  0.000
H92 17.2586 23.0612 -11.2381  0.001
H93 18.4218 21.7790 -10.9457  0.000
H94 18.1986 22.5944 -12.5207  0.000
H95 18.3072 24.6618 -9.7757  0.001
C37 13.6668 22.5116 -11.8600  0.002
C38 13.1249 22.9287 -13.2964  0.001
C39 14.3035 22.6944 -14.2715  0.000
O14 12.0138 22.1354 -13.7575  0.000
H96 12.8688 22.5559 -11.1188  0.001
H97 14.4526 23.2234 -11.6070  0.001
H98 14.0529 21.4938 -11.9149  0.000
H99 12.8947 23.9904 -13.3855  0.001
H100 14.2764 23.1406 -15.2656  0.000
H101 14.5586 21.6406 -14.3838  0.000
H102 15.2652 23.0686 -13.9205  0.000
H103 11.2505 22.3607 -13.2207  0.000

Forces on atoms 1 to 3 (eV/Å):
0.3 1.3 -0.7
-1.6 0.9 0.2
1.2 0.8 0.7

2.
The following is a quantum chemistry calculation of a molecular structure, C7H13FO3P, from OMol25.

The value obtained for the HOMO energy is -4.690 eV. For the orbital gap, the calculation gives 8.279 eV. As for the calculated total energy: -941.492876 hartree. The maximum force is 6.22 eV/Å. As for the total charge: -1.

Last column: Löwdin charge in e.
Element x y z (Å)
C1 1.7612 2.5577 0.5713  -0.659
C2 2.0993 -1.9509 -0.3298  -0.170
C3 -1.9855 0.4570 -1.8777  -0.175
C4 -0.2089 1.8722 1.9733  -0.050
C5 1.2828 -1.0702 0.4630  -0.316
C6 -1.1453 -0.3632 -0.9940  -0.343
C7 0.2771 2.2236 0.5424  -0.390
O1 2.3577 1.4739 0.2401  -0.120
O2 2.1977 3.6292 1.0225  -0.009
O3 1.2258 0.5580 -1.9007  -0.340
F1 -0.5858 3.1520 0.0308  -0.010
P1 0.6099 0.4166 -0.6236  0.765
H1 2.7538 -1.3024 -0.8455  0.066
H2 2.5865 -2.6487 0.3413  0.076
H3 1.6542 -2.5382 -1.0273  0.037
H4 -1.2626 1.1293 -2.4550  0.094
H5 -2.6256 -0.1612 -2.4217  0.038
H6 -2.5857 1.1235 -1.3184  0.049
H7 -1.2351 1.3469 1.9294  0.094
H8 0.5086 1.2111 2.3798  0.045
H9 -0.2476 2.7574 2.6796  0.095
H10 1.7417 -0.5326 1.2164  0.032
H11 0.4223 -1.5902 0.9039  0.078
H12 -0.8104 -1.4223 -1.2233  0.086
H13 -1.6566 -0.6240 -0.1319  0.026

Forces on atoms 1 to 3 (eV/Å):
0.4 -0.1 0.5
2.2 0.2 1.4
2.3 1.5 -1.0

3.
The following is a quantum chemistry calculation of C6H13NO2 in the gas phase, from OMol25.

The value obtained for the HOMO energy is -10.163 eV. For the orbital gap, the calculation gives 10.597 eV. As for the calculated total energy: -441.589739 hartree. The maximum force is 4.71 eV/Å. The calculation puts the energy above the lowest of the compared OMol25 structures with the same formula, charge and spin at 2.456 eV. As for the structure (SMILES): CC[C@H](C)[C@H](N)C(=O)O.

Last column: Löwdin charge in e.
Element x y z (Å)
C1 0.9678 -0.3283 -0.0835  -0.308
C2 2.3645 0.0957 0.2183  -0.488
C3 -0.0450 0.6185 0.5084  -0.312
C4 -0.3411 1.7919 -0.5925  -0.026
C5 -1.4604 0.0260 0.9049  -0.176
C6 -2.0795 -0.6551 -0.4551  -0.103
H1 0.5175 -1.4996 1.3661  0.075
H2 1.2445 -2.3869 0.4689  0.042
H3 0.7484 -0.5136 -1.2033  0.163
H4 0.4600 0.9307 1.4042  0.117
H5 -1.0810 1.4068 -1.2171  0.021
H6 -0.7318 2.7449 -0.1627  0.088
H7 0.6110 2.0508 -1.0560  0.073
H8 -2.2826 0.8266 1.0426  0.115
H9 -1.4452 -0.5248 1.8636  0.093
H10 -3.0598 -0.2116 -0.6937  0.062
H11 -2.1272 -1.7126 -0.3281  0.034
H12 -1.3606 -0.4601 -1.3655  0.085
H13 2.7052 -0.9915 -1.2734  0.112
N1 0.5374 -1.7322 0.3774  0.078
O1 2.6299 1.0723 0.8665  0.139
O2 3.2280 -0.5479 -0.5898  0.117

Forces on atoms 1 to 3 (eV/Å):
-3.0 -3.2 -1.8
-0.5 1.4 -1.7
-2.2 1.7 -0.8